{"formula": "C14H42N2O6", "method": "ωB97M-V/def2-TZVPD", "multiplicity": 1, "energy_ev": -30462.141, "de_lowest_kcal_mol": 4.9, "lumo_ev": 0.650, "homo_lumo_gap_ha": 0.36020, "elements": ["C", "C", "C", "O", "H", "H", "H", "H", "H", "H", "H", "H", "C", "C", "C", "O", "C", "N", "H", "H", "H", "H", "H", "H", "H", "H", "H", "H", "H", "C", "C", "C", "O", "C", "N", "H", "H", "H", "H", "H", "H", "H", "H", "H", "H", "H", "C", "O", "H", "H", "H", "H", "C", "O", "H", "H", "H", "H", "C", "O", "H", "H", "H", "H"], "xyz": [[24.406, -16.827, -2.280], [24.972, -17.265, -0.956], [26.206, -16.463, -0.593], [23.939, -17.071, 0.029], [24.359, -15.735, -2.352], [23.396, -17.172, -2.486], [25.058, -17.150, -3.095], [25.229, -18.329, -0.984], [25.945, -15.413, -0.437], [26.959, -16.509, -1.381], [26.662, -16.820, 0.336], [24.334, -17.126, 0.903], [25.495, -16.404, -6.877], [26.217, -16.857, -8.128], [25.938, -15.914, -9.266], [26.515, -16.454, -10.447], [26.205, -15.686, -11.574], [27.658, -16.908, -7.896], [24.428, -16.619, -6.930], [25.644, -15.340, -6.682], [25.855, -16.955, -6.004], [25.818, -17.846, -8.409], [26.385, -14.936, -9.052], [24.852, -15.830, -9.409], [26.650, -16.158, -12.446], [26.586, -14.660, -11.479], [25.116, -15.623, -11.732], [28.127, -17.225, -8.738], [27.857, -17.594, -7.177], [21.890, -17.691, -8.927], [22.141, -19.152, -9.315], [21.721, -20.115, -8.232], [22.481, -19.887, -7.063], [22.283, -20.895, -6.087], [21.480, -19.577, -10.541], [20.857, -17.536, -8.590], [22.039, -17.037, -9.788], [22.548, -17.361, -8.122], [23.221, -19.282, -9.441], [21.877, -21.135, -8.603], [20.648, -20.008, -7.999], [22.712, -21.843, -6.426], [21.217, -21.028, -5.877], [22.801, -20.578, -5.184], [20.473, -19.582, -10.403], [21.648, -18.909, -11.285], [21.504, -17.587, -4.701], [22.721, -17.624, -5.434], [21.277, -18.571, -4.280], [21.666, -16.876, -3.894], [20.678, -17.255, -5.338], [22.659, -18.294, -6.128], [21.632, -14.647, -6.912], [21.616, -13.307, -7.393], [21.215, -14.710, -5.901], [21.031, -15.246, -7.590], [22.648, -15.049, -6.878], [22.033, -12.749, -6.732], [17.855, -15.379, -5.363], [17.077, -16.535, -5.616], [18.725, -15.628, -4.746], [18.234, -14.965, -6.297], [17.270, -14.575, -4.905], [16.807, -16.884, -4.762]]}